{"formula": "CHN4", "method": "ωB97M-V/def2-TZVPD", "total_energy_ev": -7009.8059, "homo_ev": -5.10, "total_charge": -1, "spin_multiplicity": 1, "relative_energy_ev": 4.904, "species": ["C", "N", "N", "N", "N", "H"], "coordinates": [[0.5814, 0.1533, -0.1654], [-0.0145, -1.0341, -0.0922], [-0.2417, 1.2258, -0.0796], [-1.3061, -0.6972, -0.0386], [-1.4163, 0.5998, -0.0732], [2.3971, -0.2477, 0.4490]]}